[1]
Entry from the Open Molecules 2025 dataset: a cluster of 3 separate species, ClH2N3O2 in total (ωB97M-V/def2-TZVPD).

Largest force on an atom, eV Å⁻¹: 1.67
Relative energy (zero: lowest compared OMol25 entry of this formula, charge and spin), kJ/mol: 9.1
Total charge: -2
Kohn-Sham gap, hartree: 0.3040
E_HOMO, eV: -2.0

The geometry in XYZ format:
```
8
Properties=species:S:1:pos:R:3:forces:R:3
Cl 6.9630 -6.3829 0.5256 0.08 -0.08 0.00
O 0.1711 0.1227 -1.7175 -0.04 -0.64 -0.55
O -2.1248 0.8742 2.2425 -0.22 1.00 -0.38
N -0.2441 1.2423 -1.5211 0.99 1.04 -0.45
N -1.9281 1.5229 1.1314 -0.41 -1.07 1.14
N -1.0521 1.0145 0.3999 0.39 -0.73 0.88
H -1.1582 1.4197 -2.0323 -0.27 -0.52 0.58
H -0.6269 0.1865 0.9715 -0.53 1.00 -1.22
```
Forces are in eV/Å.

[2]
Entry from the Open Molecules 2025 dataset: a cluster of 2 separate species, ClH2NOS in total (ωB97M-V/def2-TZVPD).

Largest force on an atom, eV Å⁻¹: 4.22
Relative energy (zero: lowest compared OMol25 entry of this formula, charge and spin), kJ/mol: 137.1
Kohn-Sham gap (spin up / spin down), hartree: 0.2634 / 0.2632
E_HOMO (spin up / spin down), eV: -9.5 / -9.5

The geometry in XYZ format:
```
6
Properties=species:S:1:pos:R:3:forces:R:3
Cl -2.4597 -1.4390 0.0354 1.53 1.26 -0.30
S -0.4286 0.6117 -0.4614 -0.03 -3.06 -2.48
O -0.5897 1.4958 0.6017 -0.89 2.24 2.49
N 1.0738 -0.0081 -0.1732 -2.51 0.38 -3.37
H 1.0837 0.1274 0.7872 1.59 -0.82 2.52
H 1.3204 -0.7877 -0.7896 0.32 0.00 1.14
```
Forces are in eV/Å.

[3]
Entry from the Open Molecules 2025 dataset: a cluster of 2 separate species, ClH2NOS2 in total (ωB97M-V/def2-TZVPD).

Largest force on an atom, eV Å⁻¹: 2.44
Relative energy (zero: lowest compared OMol25 entry of this formula, charge and spin), kJ/mol: 255.4
Kohn-Sham gap (spin up / spin down), hartree: 0.2583 / 0.2598
E_HOMO (spin up / spin down), eV: -9.9 / -9.9

The geometry in XYZ format:
```
7
Properties=species:S:1:pos:R:3:forces:R:3
Cl 1.7683 1.1934 0.8679 0.05 0.20 -0.20
S 0.6445 0.0582 -0.5021 -0.37 -1.78 0.71
S 0.2425 -2.7266 0.4610 0.11 0.26 -0.10
O 0.6878 0.5058 -1.8450 0.31 0.84 -1.35
N -0.8016 0.5255 0.1160 -1.64 -0.01 1.81
H -1.7640 0.2600 -0.1777 1.46 0.05 -0.98
H -0.7775 0.1836 1.0799 0.08 0.44 0.11
```
Forces are in eV/Å.

[4]
Entry from the Open Molecules 2025 dataset: an isolated molecule of ClH2NP2 (ωB97M-V/def2-TZVPD).

Largest force on an atom, eV Å⁻¹: 4.43
SMILES string: [H]/N=P(\Cl)=P\[H]
Relative energy (zero: lowest compared OMol25 entry of this formula, charge and spin), kJ/mol: 195.9
Kohn-Sham gap (spin up / spin down), hartree: 0.2703 / 0.2460
E_HOMO (spin up / spin down), eV: -9.1 / -8.4

The geometry in XYZ format:
```
6
Properties=species:S:1:pos:R:3:forces:R:3
Cl -2.4498 -0.6296 0.4565 -0.86 -0.89 1.15
P -1.5643 0.6620 -0.7672 0.06 1.39 -0.56
P -0.1988 1.9855 0.4201 -0.06 -0.42 0.05
N -0.3599 -0.0372 -1.4732 0.25 4.08 -0.56
H -0.2675 -0.9681 -1.5115 0.58 -4.39 -0.14
H 0.4069 0.8097 0.9496 0.02 0.24 0.06
```
Forces are in eV/Å.

[5]
Entry from the Open Molecules 2025 dataset: an isolated molecule of ClH2O2PS (ωB97M-V/def2-TZVPD).

Largest force on an atom, eV Å⁻¹: 4.59
SMILES string: OP(O)(=S)Cl
Relative energy (zero: lowest compared OMol25 entry of this formula, charge and spin), kJ/mol: 36.7
Kohn-Sham gap, hartree: 0.3690
E_HOMO, eV: -9.9

The geometry in XYZ format:
```
7
Properties=species:S:1:pos:R:3:forces:R:3
Cl 1.9401 1.0985 0.4522 -0.38 -0.59 -0.46
S 0.4426 -1.0047 -1.9356 0.85 -0.04 -1.26
P 0.4292 0.0394 -0.3948 -2.61 -1.65 3.40
O -0.0427 -0.9762 0.9507 2.45 2.59 -0.98
O -0.8305 1.0427 -0.3435 0.87 0.02 -1.01
H -0.8498 -1.4023 0.7145 -0.96 -0.64 -0.56
H -1.0888 1.2027 0.5564 -0.22 0.31 0.87
```
Forces are in eV/Å.

[6]
Entry from the Open Molecules 2025 dataset: a cluster of 2 separate species, ClH2OP in total (ωB97M-V/def2-TZVPD).

Largest force on an atom, eV Å⁻¹: 2.91
Relative energy (zero: lowest compared OMol25 entry of this formula, charge and spin), kJ/mol: 252.4
Kohn-Sham gap (spin up / spin down), hartree: 0.2566 / 0.2530
E_HOMO (spin up / spin down), eV: -9.3 / -9.3

The geometry in XYZ format:
```
5
Properties=species:S:1:pos:R:3:forces:R:3
Cl -3.3789 -0.0369 -0.0613 2.11 0.59 0.07
P -0.3674 0.8774 0.1950 -1.91 -0.75 1.82
O 0.4095 -0.4929 0.3619 1.14 -1.68 0.89
H -0.1214 0.9804 -1.1508 -0.04 -0.19 -1.14
H 0.6967 -1.0658 1.1634 -1.30 2.03 -1.64
```
Forces are in eV/Å.

[7]
Entry from the Open Molecules 2025 dataset: a cluster of 18 separate species, ClH34O21 in total (ωB97M-V/def2-TZVPD).

Largest force on an atom, eV Å⁻¹: 4.31
Relative energy (zero: lowest compared OMol25 entry of this formula, charge and spin), kJ/mol: 117.0
Total charge: -1
Kohn-Sham gap, hartree: 0.3439
E_HOMO, eV: -7.2

The geometry in XYZ format:
```
56
Properties=species:S:1:pos:R:3:forces:R:3
Cl 0.2410 -0.1753 -0.0686 -1.52 0.59 -0.22
O -1.9010 3.4897 -0.2656 0.75 3.04 0.24
O 3.9250 1.0197 1.5194 2.26 -0.13 1.00
O -0.4640 -0.3473 1.2284 1.25 0.52 -2.19
O 0.3840 -1.5193 -0.7276 -0.57 2.55 1.11
O 1.5650 -1.4433 2.8624 -1.23 1.46 1.58
O -0.6190 -3.1163 1.3224 -1.73 -3.78 1.16
O 2.8610 -2.2143 0.6574 1.19 1.67 -0.51
O -1.2060 2.0957 2.5794 0.30 0.68 2.22
O -0.6180 0.7077 -0.9596 2.46 -1.58 2.07
O -2.9360 -0.9663 3.0844 0.37 0.66 -0.50
O -2.9430 1.2577 0.6954 -1.26 1.44 0.41
O 2.4460 -0.8753 -2.3226 0.22 0.01 -0.18
O -2.6040 0.2637 -2.6166 -0.24 -1.65 0.26
O 0.5930 3.7257 -1.3466 -0.58 -0.29 -0.01
O -2.8930 -1.3033 -0.1166 -2.47 1.18 0.60
O -1.4500 -3.9413 -1.3066 -0.02 0.16 -0.18
O 1.2850 2.3767 1.9114 -1.26 0.18 0.18
O 2.7700 2.1227 -1.7416 -0.46 -0.90 -0.36
O 1.5710 0.4517 0.1134 -2.42 -1.73 -0.77
O 0.1730 1.1297 -3.7566 -2.16 -0.46 -0.62
O 1.3540 -4.1593 -0.9556 0.25 -0.47 0.10
H 1.8990 -1.5223 1.9804 0.61 -0.17 -0.86
H -0.4540 -3.8223 0.6744 -0.37 0.23 0.58
H 1.0350 1.4397 -3.8886 1.98 0.61 0.08
H -3.9030 1.3907 0.5744 0.79 -0.39 0.16
H -1.3400 1.4827 3.3224 0.18 0.42 -0.53
H -2.7200 0.3607 0.4654 0.05 -1.25 -0.71
H -2.5020 -0.7103 2.2554 -0.44 -0.82 -0.48
H 3.0210 -3.1323 0.6774 -0.06 -1.95 0.08
H -2.3470 -0.4533 3.6344 0.02 -0.12 1.07
H -0.1870 -2.4203 0.9444 1.72 3.01 -1.06
H -2.2480 2.6967 0.0614 -0.87 -2.72 0.30
H 1.4780 1.6567 1.2754 -0.62 0.96 0.78
H 2.7260 0.0317 -2.2106 0.37 0.63 -0.17
H 3.7450 -1.8643 0.4114 -0.97 0.15 0.15
H -2.2930 -1.9343 -0.4556 0.94 -1.37 -0.46
H -0.2740 3.5307 -0.9256 0.07 -0.62 -0.52
H -2.0030 0.4457 -1.8886 0.20 -0.27 0.14
H 1.0380 -0.6033 2.8624 0.85 -1.25 -0.03
H 1.1380 -3.3283 -0.5286 0.33 0.45 -0.07
H -1.8610 3.9987 0.5674 0.16 0.06 -0.65
H 0.2780 2.3477 2.1144 2.31 -0.22 -0.49
H -1.7380 1.7827 1.8734 -1.17 -0.79 -1.16
H 3.6530 2.4367 -1.7776 1.11 0.55 0.06
H 3.1310 0.9017 1.0444 -1.13 0.14 -0.80
H 0.1030 0.8247 -2.8546 0.18 -0.02 0.35
H 0.4970 -4.5813 -1.0316 -0.16 -0.21 -0.25
H 4.1770 1.9487 1.5414 -0.57 -0.17 -0.16
H -2.3350 -4.2563 -1.4616 -0.51 -0.35 0.01
H -3.8080 -1.4643 -0.4546 1.52 -0.01 0.17
H -1.3490 -3.2213 -1.9366 0.39 0.15 -0.21
H 1.7740 -0.9173 -1.6346 0.29 -0.76 -0.39
H 2.2090 2.7937 -1.3386 -0.52 0.17 -0.01
H -2.8880 1.1097 -2.8716 -0.55 1.74 -0.83
H 0.8140 4.4697 -0.8116 0.75 1.07 0.50
```
Forces are in eV/Å.